Entry 1:
Formula: C20H38ClIO13Si
Source: OMol25
Level of theory: wB97M-V/def2-TZVPD

HOMO-LUMO gap (eV): 9.224
HOMO (hartree): -0.3256
SMILES: CC(=O)OCC[C@](CCO[Si](C)(C)C)(CC(=O)O)O[C@@](O)(Cl)[C@H](I)O[C@H](COO)COCOCCO
Spin multiplicity: 1
Lowest unoccupied orbital energy (hartree): 0.0134

```
74
Properties=species:S:1:pos:R:3:forces:R:3:lowdin_charge:R:1
C 5.1207 1.7309 2.5155 -0.69 0.35 1.43 0.00
C 4.0785 0.5647 2.8118 1.50 -1.76 0.53 -0.43
O 4.4986 -0.5753 3.0767 -1.74 3.40 -0.88 0.07
O 2.6897 0.8834 2.7389 2.16 -0.40 -1.04 -0.07
C 2.1076 -0.1168 1.8438 -0.74 -2.49 0.09 -0.16
C 0.6865 0.2368 1.2548 -0.46 0.97 -0.09 -0.05
C 0.6184 1.6242 0.3947 1.10 -0.34 2.52 -0.35
C 2.0013 2.0183 -0.2788 0.61 -0.13 0.02 -0.09
C 2.6750 0.9352 -1.2365 0.89 0.96 -0.99 -0.28
O 1.8579 -0.2021 -1.5723 1.78 -0.82 0.47 -0.28
Si 2.8067 -1.5256 -2.2052 -0.56 -0.30 -0.33 0.49
C 3.4554 -0.8994 -3.9263 -0.45 0.51 0.49 -0.18
C 1.7360 -3.1267 -2.4319 0.47 -0.04 0.62 -0.19
C 4.2501 -2.0477 -1.0395 0.86 0.80 0.45 -0.19
C 0.3503 2.7437 1.5641 -1.48 1.44 -1.21 0.01
C -1.2337 3.0287 1.7020 -2.37 -2.09 0.66 -0.38
O -2.0275 2.1391 2.1163 2.98 2.98 -1.09 0.04
O -1.7684 4.2714 1.3180 1.11 -1.73 0.99 0.02
O -0.5096 1.4385 -0.4742 1.05 1.87 -1.24 -0.05
C -0.7142 2.3597 -1.5031 -2.22 0.82 -0.42 -0.77
O -0.4337 3.7342 -1.2570 1.58 -1.72 -0.11 -0.19
Cl 0.0932 1.9472 -3.1323 0.03 -0.06 0.75 0.70
C -2.3353 2.2826 -1.8499 0.52 -0.60 1.02 -0.58
I -3.1079 4.3537 -2.0501 -0.18 -0.83 -0.14 0.90
O -2.9551 1.6097 -0.7517 0.41 -0.58 -2.40 -0.18
C -3.6053 0.3850 -1.1484 -1.28 -1.01 1.37 -0.21
C -5.2074 0.7230 -1.2219 0.34 -0.23 0.63 -0.09
O -5.4607 2.1220 -0.9123 0.10 -0.95 -3.21 -0.24
O -5.6678 2.2403 0.4455 -0.33 0.16 2.57 -0.05
C -3.4735 -0.7801 -0.0351 -0.70 1.13 0.02 -0.13
O -2.2231 -1.4970 -0.1089 -1.29 -0.74 0.50 -0.13
C -2.4018 -2.9257 -0.0922 0.08 -1.32 -1.43 -0.23
O -1.3661 -3.6417 0.5934 -1.14 1.40 0.29 -0.13
C -1.3409 -3.3408 2.0066 1.19 -0.87 0.81 -0.17
C -2.6086 -3.8682 2.8324 -1.09 1.29 0.14 -0.21
O -3.2326 -5.0553 2.2878 0.02 0.86 -0.08 -0.10
H 5.3696 1.8611 1.4083 -0.52 -0.33 1.57 0.09
H 4.6758 2.6932 2.9544 0.63 -1.21 -0.96 0.09
H 6.0598 1.5057 3.1397 -1.41 0.16 -1.26 0.10
H 2.9092 -0.4010 1.0816 -1.41 0.53 0.65 0.11
H 1.9666 -1.0672 2.4865 0.17 1.36 -1.10 0.15
H 0.2248 -0.5751 0.5996 1.15 0.79 0.88 0.13
H -0.0472 0.3765 2.1342 1.10 -0.25 -1.35 0.13
H 1.9721 3.0098 -0.8555 -0.33 -1.45 0.95 0.12
H 2.7466 2.2117 0.5811 -1.34 -0.32 -1.16 0.12
H 3.7028 0.6523 -0.7891 -1.60 0.13 -0.51 0.10
H 2.9344 1.4597 -2.2342 -0.35 -0.61 1.48 0.11
H 2.6227 -0.1960 -4.3059 1.30 -1.14 0.31 0.04
H 4.3959 -0.2676 -3.7714 -1.14 -1.00 -0.50 0.04
H 3.6026 -1.7824 -4.6268 0.00 1.32 0.74 0.04
H 0.8299 -2.9535 -3.0959 1.12 -0.49 0.91 0.04
H 2.4580 -3.9179 -2.8602 -1.22 1.19 0.36 0.05
H 1.4598 -3.5188 -1.3828 0.05 0.64 -1.67 0.04
H 4.9750 -1.1545 -0.9541 -0.89 -1.37 -0.06 0.04
H 3.9210 -2.2901 0.0234 0.32 0.19 -1.36 0.04
H 4.8657 -2.9192 -1.4449 -0.96 1.10 0.44 0.05
H 0.6707 2.3895 2.5922 -0.15 0.46 -1.50 0.13
H 0.8673 3.7075 1.2291 -0.74 -1.23 0.82 0.13
H -2.7092 4.2580 1.6136 0.78 -0.30 -0.37 0.12
H 0.2985 3.9952 -1.8608 -0.71 -0.21 0.61 0.09
H -2.5172 1.8139 -2.8676 0.20 0.45 1.47 0.08
H -3.2087 -0.0660 -2.1174 -0.43 0.89 1.09 0.16
H -5.8143 0.1306 -0.4572 0.92 0.59 -1.03 0.13
H -5.5538 0.4377 -2.2663 0.05 0.98 1.30 0.14
H -5.8400 3.1985 0.6125 0.29 -0.94 -0.82 0.12
H -3.6011 -0.3184 1.0058 0.26 -0.42 -1.37 0.15
H -4.4007 -1.4490 -0.1999 1.61 0.68 0.10 0.13
H -2.3506 -3.2739 -1.1916 0.12 0.29 1.69 0.16
H -3.4114 -3.2800 0.3012 1.05 0.95 -0.20 0.12
H -0.4238 -3.8954 2.4318 -1.30 0.80 -0.92 0.14
H -1.1259 -2.2284 2.1214 -0.68 -1.30 0.22 0.12
H -3.3947 -3.0256 2.8186 1.13 -1.12 0.23 0.12
H -2.3746 -4.0924 3.9354 0.05 0.52 -1.72 0.13
H -4.1084 -4.7989 1.9369 0.84 -0.27 0.31 0.09
```
Positions in Å, forces in eV/Å.

Entry 2:
Formula: C20H38F3NO2PdSSi3
Source: OMol25
Level of theory: wB97M-V/def2-TZVPD

HOMO-LUMO gap (spin up / spin down) (eV): 8.943 / 5.515
HOMO (spin up / spin down) (hartree): -0.5732 / -0.5751
Spin multiplicity: 5
Lowest unoccupied orbital energy (spin up / spin down) (hartree): -0.2446 / -0.3724
Charge: +2
Energy relative to the best compared isomer or geometry (same formula, charge and spin) (kcal per mole): 0.0

```
69
Properties=species:S:1:pos:R:3:forces:R:3:mulliken_spin:R:1
Pd -0.2479 0.1658 0.2841 0.50 1.28 -1.64 1.54
F -5.3140 1.7440 -1.0530 0.20 -1.09 1.49 0.00
C -5.4080 1.0807 0.1424 -1.68 2.18 0.88 0.00
F -6.5991 0.4658 0.2163 0.54 0.60 -0.35 0.00
F -5.4112 2.0631 1.1488 0.44 -1.65 -1.66 0.01
C -4.3445 0.0523 0.3599 1.53 -0.49 -0.10 0.04
C -4.6937 -1.3223 0.4351 0.06 1.02 -0.35 -0.04
C -3.7081 -2.2829 0.4730 0.27 -0.08 0.59 0.12
C -2.3544 -1.9152 0.5498 -0.81 -0.82 -0.42 0.02
N -2.0624 -0.6511 0.4475 -0.07 0.53 0.75 0.23
C -2.9477 0.3806 0.4176 -1.20 -0.22 -0.07 0.07
S -2.1348 1.9485 0.5461 -0.69 -1.61 -0.26 0.97
H -5.7334 -1.6545 0.4385 0.28 0.40 -0.10 0.01
H -4.0117 -3.3100 0.5071 0.12 -0.42 0.03 0.00
H -1.5220 -2.6268 0.6491 -0.60 0.33 -0.12 0.01
C -1.1083 0.4904 4.2101 -0.14 0.74 0.84 0.01
O -0.4826 -0.2889 3.2002 0.58 0.04 -1.33 0.00
Si 1.0775 -0.0030 2.6053 -0.06 0.16 3.89 0.13
C 2.0342 -1.3982 3.4566 -0.35 -0.16 -1.57 0.03
C 1.5504 1.6846 3.3637 0.14 -0.85 -0.59 0.04
C 1.6858 0.0980 0.7366 -0.12 0.46 -0.14 0.45
Si 2.3912 1.6710 -0.0253 0.13 2.61 -0.94 0.00
C 2.7989 1.6038 -1.8602 -1.05 -1.78 -0.18 0.04
C 3.9838 2.1141 0.9188 -0.72 0.70 0.10 0.09
C 1.1131 3.1302 0.0089 -0.68 -0.63 1.53 0.02
Si 2.2943 -1.4498 -0.0770 0.82 -2.98 -0.28 -0.05
C 2.1668 -1.6621 -1.9465 0.96 1.61 0.01 0.06
C 4.0594 -1.8688 0.5337 -0.68 0.14 0.44 0.07
C 1.0261 -2.8194 0.3621 -0.16 0.86 0.14 0.05
H -0.9493 0.0371 5.2206 -0.24 0.14 -0.88 0.00
H -2.1806 0.5524 3.9782 0.26 -0.11 0.25 0.00
H -0.7121 1.5317 4.2823 -0.32 -0.77 -0.25 0.00
H 1.9089 -1.3711 4.5269 -0.36 0.24 0.38 0.01
H 3.0809 -1.2441 3.2526 0.58 -0.25 -0.09 0.00
H 1.7127 -2.3932 3.0851 0.36 0.53 0.30 0.00
H 1.4543 1.6643 4.4612 -0.12 -0.10 -0.44 0.01
H 0.9567 2.4920 2.9294 0.21 0.11 0.19 -0.01
H 2.6067 1.8160 3.1465 0.10 0.39 -0.01 0.00
H 3.6351 0.9961 -2.1601 0.53 -0.26 0.12 0.00
H 2.9825 2.5861 -2.2091 0.31 1.29 -0.03 0.00
H 1.9656 1.2440 -2.4963 0.15 0.09 0.47 0.00
H 4.2216 1.3002 1.5638 0.56 -0.66 0.52 -0.01
H 3.8660 3.0038 1.5688 -0.10 -0.40 -0.44 0.00
H 4.8068 2.3019 0.2267 -0.13 -0.13 -0.06 0.01
H 0.5154 3.3023 -0.8892 0.36 -0.17 -0.21 0.01
H 1.6078 4.0708 0.2950 -0.04 -0.29 -0.19 0.00
H 0.3464 2.9286 0.8133 0.85 0.43 -0.55 0.01
H 3.0156 -1.2835 -2.5514 -0.49 -0.18 0.43 0.00
H 1.2612 -1.1888 -2.2947 -0.40 0.08 -0.34 -0.01
H 2.0907 -2.7206 -2.0925 -0.03 -0.71 -0.06 0.01
H 4.6121 -0.9900 0.8774 0.04 -0.17 -0.10 0.00
H 4.6190 -2.3823 -0.2436 -0.01 0.14 -0.26 0.01
H 3.9771 -2.5803 1.3668 0.00 0.28 -0.06 0.00
H 0.3013 -2.7760 -0.4708 0.06 -0.20 0.36 0.00
H 0.5191 -2.6858 1.3296 0.06 -0.18 -0.26 0.00
H 1.4868 -3.8002 0.3469 0.12 -0.21 -0.01 0.00
C -1.9071 -0.7914 -4.5047 -0.24 -0.34 0.62 0.00
C -1.6748 0.7191 -4.5928 0.49 -0.30 0.20 0.01
C -1.1620 1.0951 -3.1986 0.01 1.02 0.07 0.00
O -1.0083 -0.0969 -2.4323 0.93 0.20 0.37 0.05
C -1.9051 -1.0462 -2.9918 -0.43 0.14 0.09 0.00
H -1.1585 -1.4001 -5.0007 0.25 0.13 -0.01 0.00
H -2.8693 -1.0840 -4.9017 -0.19 -0.02 -0.24 0.00
H -2.5914 1.2286 -4.7876 -0.68 0.36 -0.14 0.00
H -0.9857 1.0131 -5.3782 0.15 -0.15 0.00 0.00
H -1.8878 1.7194 -2.6669 -0.11 0.18 -0.12 -0.01
H -0.2197 1.6514 -3.2341 -0.01 -0.28 0.15 0.00
H -2.8967 -0.8479 -2.5427 0.04 -0.26 -0.27 0.00
H -1.5391 -2.0115 -2.6809 -0.07 -0.50 -0.05 0.00
```
Positions in Å, forces in eV/Å.

Entry 3:
Formula: C20H38F6N4O10P
Source: OMol25
Level of theory: wB97M-V/def2-TZVPD

HOMO-LUMO gap (eV): 9.525
HOMO (hartree): -0.2712
Spin multiplicity: 1
Lowest unoccupied orbital energy (hartree): 0.0789
Charge: -1
Energy relative to the best compared isomer or geometry (same formula, charge and spin) (kcal per mole): 0.0

```
79
Properties=species:S:1:pos:R:3:forces:R:3:lowdin_charge:R:1
P -9.9593 -22.4918 -8.7521 0.65 -0.28 0.19 0.19
F -10.1677 -22.9338 -7.2102 0.04 -0.06 0.37 -0.16
F -11.1182 -23.5132 -9.2132 -0.03 0.27 -0.25 -0.14
F -11.0603 -21.3409 -8.5079 -0.25 0.12 -0.79 -0.15
F -9.6478 -22.0633 -10.2920 -0.72 -0.01 0.24 -0.16
F -8.8417 -21.3900 -8.2995 0.17 -0.42 0.22 -0.17
F -8.8625 -23.6737 -8.8895 0.23 0.31 0.02 -0.15
O -4.5149 -19.7448 -7.0037 -0.43 -0.44 -0.68 0.00
C -5.6993 -19.9995 -7.2166 0.97 1.07 1.05 -0.59
N -6.2856 -20.1611 -8.4135 -0.68 -0.23 -0.02 0.18
C -6.6652 -19.9760 -6.0260 -0.04 -0.31 -1.37 -0.01
H -5.8524 -20.0610 -9.3187 0.40 0.00 0.12 0.09
H -7.2742 -20.3724 -8.3862 0.29 -0.05 -0.35 0.06
H -7.5922 -19.5541 -6.4166 -0.20 0.08 0.51 0.06
H -6.1992 -19.3498 -5.2766 -0.16 -0.16 0.27 0.08
H -6.8690 -21.0003 -5.7141 0.05 0.11 0.33 0.08
O -15.8102 -21.8714 -8.3393 0.56 -0.89 -0.23 -0.01
C -14.6724 -22.3337 -8.4915 -1.47 2.09 0.50 -0.59
N -13.7885 -21.7136 -9.2986 1.25 -1.05 0.02 0.17
C -14.1482 -23.4475 -7.6490 0.77 -0.76 0.66 -0.01
H -12.8168 -21.9964 -9.2134 -0.38 0.23 -0.32 0.06
H -13.9784 -20.8607 -9.7897 -0.39 0.09 0.10 0.11
H -14.4023 -24.4412 -8.0198 -0.18 0.12 -0.14 0.09
H -14.5029 -23.3701 -6.6210 -0.51 0.12 -0.22 0.08
H -13.0647 -23.4231 -7.5320 0.14 0.05 -0.41 0.06
O -5.9225 -19.6980 -11.6690 -0.51 -0.56 0.47 -0.01
C -7.0966 -19.9384 -11.9719 2.05 2.04 -0.87 -0.59
N -7.5213 -21.1888 -12.1644 -0.76 -0.01 -0.05 0.18
C -7.9248 -18.7311 -12.3822 -1.46 -0.67 0.24 0.00
H -6.8708 -21.8979 -11.8718 -0.25 -0.17 0.16 0.09
H -8.5155 -21.3546 -12.1809 0.13 -0.34 0.12 0.09
H -7.5573 -18.3004 -13.3103 0.39 -0.09 0.10 0.08
H -7.9244 -17.9806 -11.5965 0.30 0.00 0.02 0.08
H -8.9803 -18.9645 -12.5608 0.06 -0.12 0.05 0.07
O -9.3829 -27.5136 -4.9667 0.64 -0.13 -0.34 0.01
C -8.9304 -26.4417 -5.3490 -1.89 -0.33 0.75 -0.60
N -9.7872 -25.3738 -5.4385 1.51 -0.04 -0.35 0.17
C -7.4689 -26.1874 -5.5817 -0.85 1.41 -0.19 0.00
H -9.4254 -24.5090 -5.8020 -0.50 0.18 -0.15 0.07
H -10.7705 -25.5229 -5.3185 -0.09 -0.01 0.00 0.11
H -7.1043 -26.6590 -6.4889 0.22 -0.68 0.43 0.08
H -7.0267 -26.4078 -4.6136 0.67 -0.37 -0.42 0.09
H -7.3652 -25.1187 -5.7905 0.29 0.01 0.22 0.07
O -11.1365 -17.6919 -10.2491 0.36 -0.24 -0.38 0.12
C -11.2715 -18.1288 -9.1469 -0.92 0.68 0.64 -0.49
O -12.4416 -18.6807 -8.7465 -0.77 0.53 0.12 0.02
C -12.4666 -18.9789 -7.3439 1.03 -1.39 0.35 -0.14
C -10.9936 -18.8686 -6.9068 0.06 -0.73 1.39 -0.17
C -10.3575 -18.0175 -7.9526 0.85 -0.16 -1.06 -0.08
H -12.8627 -19.9932 -7.3094 0.17 -0.05 0.26 0.10
H -13.0670 -18.3959 -6.6423 -0.44 0.75 -1.01 0.12
H -10.4915 -19.8331 -6.8385 -0.24 -0.12 -0.46 0.09
H -10.8762 -18.5078 -5.8821 -0.27 0.47 -0.15 0.11
H -9.4008 -18.4278 -8.2852 0.14 0.32 0.19 0.12
H -10.2485 -16.9530 -7.7427 0.04 -0.06 0.16 0.13
O -13.3673 -28.2517 -9.9740 0.03 0.40 -0.08 0.10
C -12.3191 -27.8179 -9.5752 -0.53 -1.89 0.25 -0.50
O -11.5727 -28.5783 -8.7263 0.42 0.16 -0.09 0.02
C -10.4393 -27.8288 -8.2153 -0.85 -0.39 0.07 -0.13
C -10.4605 -26.5059 -8.9308 0.11 1.49 -0.16 -0.15
C -11.6254 -26.5683 -9.9196 0.04 0.40 0.21 -0.06
H -9.5106 -28.3763 -8.3668 -0.19 -0.29 0.15 0.13
H -10.6865 -27.6828 -7.1664 0.61 -0.25 0.15 0.10
H -9.5247 -26.2047 -9.3990 0.01 -0.35 -0.11 0.09
H -10.6199 -25.7273 -8.1848 -0.16 0.10 -0.17 0.08
H -11.3431 -26.6725 -10.9685 0.10 0.33 0.12 0.11
H -12.3510 -25.7640 -9.8022 0.23 0.18 -0.22 0.12
O -9.8108 -26.3384 -12.5623 -0.34 0.03 -0.06 0.14
C -8.6843 -25.9601 -12.5320 0.19 -1.42 -0.48 -0.46
O -7.7911 -26.3703 -13.4999 -0.14 0.08 -0.23 0.03
C -6.5272 -25.8417 -13.2064 1.96 1.57 1.25 -0.19
C -6.8049 -24.5767 -12.3228 1.86 -1.55 -0.72 -0.15
C -8.0059 -25.0983 -11.5373 0.11 3.09 -1.04 -0.08
H -5.8610 -25.5416 -14.0178 -0.90 -0.30 -0.80 0.12
H -5.8804 -26.5213 -12.6370 -0.55 -0.42 0.12 0.12
H -6.8909 -23.7230 -12.9972 -1.17 -0.08 0.04 0.10
H -5.8993 -24.2814 -11.7860 -0.17 -0.49 0.54 0.12
H -8.6124 -24.1872 -11.4974 -0.59 -0.57 1.19 0.12
H -7.7751 -25.5506 -10.5814 -0.15 0.00 0.03 0.13
```
Positions in Å, forces in eV/Å.